No. 1
The following is a quantum chemistry calculation of a 13-piece molecular cluster, C59H81FN13O2 overall, from the OMol25 dataset.

```
156
Properties=species:S:1:pos:R:3:forces:R:3:lowdin_charge:R:1
C 3.748585 5.237445 5.651656 0.0 0.1 0.1 -0.034
C 4.462731 5.120939 4.314082 0.0 -0.1 -0.3 -0.478
C 3.409127 5.060080 3.202471 0.0 0.0 0.1 -0.020
C 5.410094 6.304579 4.095834 -0.1 0.1 0.0 -0.042
C 6.396774 6.161676 2.931279 0.0 -0.1 -0.1 -0.404
F 5.910806 7.005862 1.891419 0.0 -0.1 0.0 -0.026
C 7.756915 6.764875 3.280407 -0.1 0.1 0.0 -0.101
C 8.596240 6.003009 4.298247 -0.1 0.0 0.0 -0.237
O 9.541122 5.213596 3.578555 0.0 -0.1 0.0 -0.073
C 6.457397 4.756953 2.288201 0.2 0.0 0.1 -0.017
C 6.079248 3.500689 3.128229 -0.2 0.0 0.1 -0.450
C 5.221320 2.561166 2.273056 0.2 0.0 -0.3 -0.038
C 7.303788 2.699922 3.561319 0.0 0.0 -0.1 -0.033
N 5.309317 3.895763 4.348804 0.1 0.2 0.0 -0.120
O 5.833987 3.636120 5.481920 0.0 -0.1 0.1 -0.021
H 4.438701 5.495142 6.453030 0.0 -0.1 0.0 0.082
H 3.267188 4.292977 5.908472 0.0 0.1 0.0 0.093
H 2.989530 6.019926 5.582792 0.0 0.0 0.0 0.090
H 3.829452 5.033064 2.200095 0.0 0.0 0.0 0.066
H 2.796513 5.961955 3.260964 0.0 -0.1 0.0 0.094
H 2.756721 4.194730 3.341385 0.0 0.0 0.0 0.094
H 4.806907 7.190708 3.877171 0.1 0.0 0.1 0.140
H 5.951870 6.506363 5.023760 0.0 -0.1 0.0 0.126
H 8.346695 6.859109 2.365206 -0.1 0.0 0.0 0.132
H 7.566331 7.779181 3.643155 0.0 0.0 0.0 0.126
H 7.968265 5.367026 4.936056 0.0 0.0 0.0 0.107
H 9.119965 6.711960 4.947280 0.0 0.0 0.0 0.118
H 9.993768 4.629905 4.196413 0.0 0.0 0.0 0.089
H 7.464880 4.605702 1.894234 0.0 0.0 0.0 0.126
H 5.793814 4.807605 1.423467 0.0 0.0 0.0 0.116
H 5.822207 2.242819 1.414845 -0.1 0.0 0.0 0.095
H 4.953724 1.664964 2.835066 -0.1 0.1 0.0 0.088
H 4.330547 3.047220 1.880292 0.0 -0.1 0.1 0.058
H 7.913814 3.231781 4.279676 0.1 0.1 0.0 0.062
H 6.999057 1.756739 4.016530 0.0 0.1 0.0 0.090
H 7.900154 2.480607 2.673430 0.0 0.0 0.0 0.097
N 3.243378 0.316432 -0.013266 0.0 0.0 0.0 -0.003
C 3.986683 0.147063 -1.150101 0.0 0.0 0.0 -0.139
C 4.787713 -0.949093 -0.964834 0.0 0.0 0.0 -0.106
C 4.519713 -1.456675 0.337927 0.0 -0.1 0.0 -0.116
C 3.559572 -0.655328 0.897877 0.0 0.0 0.0 -0.149
H 2.582562 1.057494 0.137450 0.1 0.1 0.0 0.129
H 3.886398 0.819398 -1.985136 0.0 0.0 0.0 0.112
H 5.501979 -1.336200 -1.672771 0.0 0.0 0.0 0.094
H 4.990102 -2.303898 0.810915 0.0 0.0 0.0 0.092
H 3.086311 -0.681886 1.865108 0.0 0.0 0.0 0.101
N 0.510750 0.028684 -1.570108 0.0 -0.1 0.0 0.010
C -0.396059 0.954413 -1.128828 0.0 0.0 0.1 -0.192
C -0.906485 1.600433 -2.226010 -0.1 0.0 0.0 -0.109
C -0.289146 1.033488 -3.371480 0.0 0.0 0.0 -0.089
C 0.580802 0.068883 -2.932075 0.0 0.0 0.0 -0.126
H 1.050509 -0.578949 -0.979089 0.0 0.0 0.0 0.130
H -0.585586 1.078234 -0.073252 0.0 0.0 0.0 0.105
H -1.637533 2.392144 -2.212834 0.0 0.0 0.0 0.094
H -0.457461 1.310135 -4.398264 0.0 0.0 0.0 0.096
H 1.247665 -0.580775 -3.472473 0.0 0.0 0.0 0.112
N -0.313212 4.433855 -0.082547 0.0 0.0 0.0 0.008
C 0.973763 4.345269 -0.540092 0.0 0.0 0.1 -0.147
C 1.470717 5.616426 -0.643916 0.0 0.0 0.0 -0.104
C 0.440729 6.508572 -0.237931 0.0 0.0 0.0 -0.102
C -0.646614 5.749715 0.101322 0.0 0.0 0.0 -0.139
H -0.916454 3.650478 0.082268 0.0 0.0 0.0 0.121
H 1.419335 3.389399 -0.756055 0.0 0.0 -0.1 0.090
H 2.460342 5.880393 -0.977609 0.0 0.0 0.0 0.093
H 0.492634 7.583710 -0.202318 0.0 0.0 0.0 0.093
H -1.621377 6.038158 0.454833 0.0 0.0 0.0 0.088
N 4.568166 -4.504902 -1.271397 -0.1 0.0 0.0 0.003
C 5.295553 -4.706493 -2.412906 0.0 0.0 0.0 -0.145
C 6.107042 -5.791552 -2.206208 0.0 0.0 0.0 -0.119
C 5.862226 -6.257619 -0.885333 0.0 0.0 0.0 -0.101
C 4.908043 -5.442711 -0.336296 0.0 0.0 0.1 -0.140
H 3.910162 -3.759717 -1.128775 0.1 0.1 0.0 0.119
H 5.180814 -4.060801 -3.267145 0.0 0.0 0.0 0.103
H 6.803756 -6.200672 -2.918930 0.0 0.0 0.0 0.086
H 6.336355 -7.090791 -0.394395 0.0 0.0 0.0 0.093
H 4.458900 -5.439778 0.643231 0.0 0.0 0.0 0.091
N -4.434713 6.076112 0.320477 0.0 0.0 0.0 -0.003
C -5.316008 7.031433 0.750037 0.0 0.0 0.0 -0.134
C -5.790493 7.687786 -0.352675 0.0 0.0 0.0 -0.103
C -5.170974 7.101959 -1.492128 0.0 0.0 -0.1 -0.126
C -4.337436 6.112007 -1.044157 0.0 0.0 0.1 -0.139
H -3.941061 5.442739 0.920880 0.0 0.0 0.0 0.133
H -5.529714 7.161946 1.796708 0.0 0.0 0.0 0.107
H -6.502948 8.495647 -0.345335 0.0 0.0 0.0 0.093
H -5.328878 7.365731 -2.525131 0.0 0.0 0.0 0.084
H -3.689964 5.438215 -1.578695 0.0 0.0 0.0 0.105
N 5.525733 -7.272794 -5.763452 0.0 0.0 0.0 0.004
C 6.236242 -7.472481 -6.916007 0.0 0.0 0.0 -0.145
C 7.047858 -8.558120 -6.723474 0.0 0.0 0.0 -0.114
C 6.816605 -9.031235 -5.401899 0.0 0.0 0.0 -0.110
C 5.872214 -8.216445 -4.836979 0.0 0.0 0.0 -0.157
H 4.854293 -6.543193 -5.613367 0.0 0.0 0.0 0.139
H 6.105626 -6.830416 -7.769983 0.0 0.0 0.0 0.102
H 7.732088 -8.967697 -7.447474 0.0 0.0 0.0 0.088
H 7.291506 -9.870511 -4.922156 0.0 0.0 0.0 0.089
H 5.421087 -8.223007 -3.859766 0.0 0.0 0.0 0.101
N -3.449854 -0.320661 -0.102542 0.0 0.0 0.1 0.012
C -4.078216 -1.329259 -0.775690 0.0 0.0 0.0 -0.137
C -5.348699 -1.439859 -0.275439 0.0 0.0 0.0 -0.112
C -5.492295 -0.455709 0.740579 0.0 0.0 0.0 -0.111
C -4.302056 0.217034 0.823211 0.0 0.0 0.0 -0.146
H -2.506960 -0.019069 -0.273682 0.0 0.0 -0.1 0.096
H -3.574603 -1.883708 -1.548851 0.0 0.0 0.0 0.095
H -6.090007 -2.151003 -0.600241 0.0 0.0 0.0 0.079
H -6.365679 -0.266040 1.341714 0.0 0.0 0.0 0.089
H -3.994240 1.026861 1.462705 0.0 0.0 0.0 0.100
N -6.112905 -4.058566 -3.350642 0.0 0.0 0.1 0.008
C -4.923757 -3.436364 -3.611255 0.0 0.0 0.0 -0.155
C -3.949062 -4.396829 -3.659309 0.0 0.0 0.0 -0.108
C -4.575192 -5.650405 -3.418690 0.0 0.0 0.0 -0.102
C -5.908408 -5.408013 -3.229294 -0.1 0.0 0.0 -0.147
H -6.997765 -3.593112 -3.268069 0.0 0.0 0.0 0.143
H -4.872788 -2.368584 -3.739333 0.0 0.0 0.0 0.108
H -2.902946 -4.222136 -3.847923 0.0 0.0 0.0 0.091
H -4.101117 -6.616841 -3.387250 0.0 0.0 0.0 0.092
H -6.727302 -6.078764 -3.032607 0.0 0.0 0.0 0.088
N 2.505787 -4.889069 2.542635 0.0 0.0 -0.1 -0.006
C 2.529245 -6.068442 3.236500 0.0 0.0 0.0 -0.141
C 2.987312 -5.800654 4.498348 0.0 0.0 0.0 -0.107
C 3.251418 -4.405212 4.568023 0.0 0.0 0.0 -0.106
C 2.944617 -3.870975 3.345798 0.0 0.0 0.0 -0.143
H 2.210179 -4.786797 1.589718 0.0 0.0 0.0 0.134
H 2.222154 -6.991621 2.776132 0.0 0.0 0.0 0.107
H 3.120633 -6.523950 5.284972 0.0 0.0 0.0 0.091
H 3.625706 -3.859007 5.417458 0.0 0.0 0.0 0.091
H 3.003527 -2.860289 2.979874 0.0 0.0 0.0 0.085
N -3.890107 9.605564 -3.382990 0.0 0.0 0.0 0.003
C -2.882255 10.026462 -4.204428 0.0 0.0 0.0 -0.141
C -3.447766 10.712648 -5.246679 0.0 0.0 0.0 -0.115
C -4.854629 10.705189 -5.043041 0.0 0.0 0.0 -0.114
C -5.094315 10.014582 -3.884338 0.0 0.0 0.0 -0.151
H -3.769428 9.074173 -2.538250 0.0 0.0 0.0 0.118
H -1.853190 9.803128 -3.980989 0.0 0.0 0.0 0.104
H -2.914066 11.168508 -6.063674 0.0 0.0 0.0 0.087
H -5.602949 11.155476 -5.673466 0.0 0.0 0.0 0.088
H -6.015838 9.785007 -3.376820 0.0 0.0 0.0 0.102
N -8.100622 -6.240413 -0.210576 0.0 0.0 0.0 0.012
C -8.275465 -7.488727 -0.737837 0.0 0.0 0.0 -0.135
C -8.817517 -8.281716 0.238490 0.0 -0.1 0.0 -0.130
C -8.970920 -7.477175 1.403097 0.0 0.0 0.0 -0.121
C -8.518429 -6.223018 1.090728 0.0 0.0 0.0 -0.129
H -7.706827 -5.458024 -0.700821 0.1 0.0 0.0 0.130
H -8.000568 -7.712162 -1.754018 0.0 0.0 0.0 0.099
H -9.063489 -9.326733 0.136562 0.1 0.0 0.0 0.096
H -9.361924 -7.786442 2.358647 0.0 0.0 0.0 0.096
H -8.456679 -5.326859 1.683465 0.0 0.0 0.0 0.109
N -12.162445 -8.803243 0.837737 0.0 0.0 0.0 0.013
C -12.854217 -9.797733 0.205765 0.0 0.0 0.0 -0.144
C -14.097598 -9.875312 0.776642 0.0 0.0 0.0 -0.117
C -14.156063 -8.885025 1.794830 0.0 0.0 0.0 -0.117
C -12.946041 -8.241808 1.805699 0.0 0.0 0.0 -0.145
H -11.220193 -8.521785 0.624771 0.0 0.1 0.0 0.093
H -12.407998 -10.364061 -0.593780 0.0 0.0 0.0 0.103
H -14.877500 -10.563493 0.496560 0.0 0.0 0.0 0.087
H -14.989404 -8.670357 2.442708 0.0 0.0 0.0 0.087
H -12.579650 -7.434373 2.416372 0.0 0.0 0.0 0.103
```
Forces are in eV/Å.

Properties
E_HOMO (spin up / spin down) = -8.08 / -8.08 eV
expectation value of S² = 0.754
lowest unoccupied orbital energy (spin up / spin down) = -0.28 / -0.28 eV
multiplicity = 2
HOMO-LUMO gap (spin up / spin down) = 0.287 / 0.287 Eh

***

No. 2
The following is a quantum chemistry calculation of C5Cl3N3 in the gas phase, from the OMol25 dataset.

```
11
Properties=species:S:1:pos:R:3:forces:R:3:lowdin_charge:R:1
C 1.579184 -0.224616 -0.439534 -1.1 1.0 2.6 -0.177
C 0.681149 0.888968 1.644322 -2.3 0.1 4.8 -0.308
C -0.748799 -1.321432 -1.027039 1.4 0.7 -0.6 -0.248
C 0.966993 0.683468 0.332318 1.2 2.0 -4.0 -0.582
C -1.340306 -0.362171 -0.357671 -2.4 1.1 1.4 -1.119
N 1.626009 -1.194862 -1.114251 1.5 -1.2 -1.1 0.126
N 0.119804 1.053338 2.668694 2.0 -0.3 -2.5 0.193
N 0.263917 -1.886485 -1.343631 -0.4 -2.1 -1.5 0.112
Cl 0.909269 2.250509 -0.637823 -0.1 -0.8 0.7 0.627
Cl -1.834581 -0.888557 1.211378 -0.2 0.1 0.3 0.706
Cl -2.222635 1.001840 -0.936758 0.4 -0.5 -0.2 0.670
```
Forces are in eV/Å.

Properties
E_HOMO = -10.12 eV
lowest unoccupied orbital energy = -1.39 eV
HOMO-LUMO gap = 0.321 Eh

***

No. 3
The following is a quantum chemistry calculation of an isolated ion of composition C5H10 and charge -1, from the OMol25 dataset.

```
15
Properties=species:S:1:pos:R:3:forces:R:3:lowdin_charge:R:1
C -1.702156 0.907548 0.188470 -0.7 -1.0 1.0 -0.257
C -0.433529 0.102400 -0.005494 -0.2 1.0 -0.1 -0.410
C 0.648973 0.447219 0.686797 1.6 -0.1 -0.4 -0.237
C 2.079946 0.043510 0.306826 -1.5 -1.7 0.0 -0.177
C -0.506801 -1.123100 -0.874676 -0.2 0.1 -0.3 -0.308
H -2.016139 0.717505 1.230927 -0.1 0.3 0.0 0.041
H -2.538945 0.514879 -0.391049 0.2 0.1 -0.2 0.024
H -1.679834 1.988754 0.072452 0.5 0.0 -0.2 0.047
H 0.637873 1.113726 1.535015 -0.5 0.6 -0.1 0.068
H 2.794344 0.854127 0.370098 0.1 0.2 0.1 0.042
H 2.378796 -0.836384 0.895812 0.4 0.4 0.2 0.048
H 2.031071 -0.368689 -0.709060 0.3 0.3 0.0 0.045
H -0.090660 -1.068469 -1.882982 0.4 0.2 0.1 0.035
H -1.562312 -1.327499 -1.074516 0.0 -0.3 0.2 0.008
H -0.040621 -1.965521 -0.348621 -0.1 -0.1 -0.2 0.032
```
Forces are in eV/Å.

Properties
E_HOMO (spin up / spin down) = 1.48 / -4.75 eV
expectation value of S² = 0.750
lowest unoccupied orbital energy (spin up / spin down) = 4.35 / 4.29 eV
multiplicity = 2
energy above the lowest of the compared OMol25 structures with the same formula, charge and spin = 7.1 kcal per mole
total charge = -1
HOMO-LUMO gap (spin up / spin down) = 0.106 / 0.332 Eh

***

No. 4
The following is a quantum chemistry calculation of a 2-piece molecular cluster, C5H10 overall, from the OMol25 dataset.

```
15
Properties=species:S:1:pos:R:3:forces:R:3:lowdin_charge:R:1
C -0.668558 1.705620 -1.231361 0.5 -1.1 0.3 -0.019
C -1.040642 0.727568 -0.411746 -0.6 0.4 -0.1 -0.250
C -2.466062 0.323310 -0.163977 0.3 -0.5 0.0 -0.118
H 0.381568 1.968489 -1.146355 -0.1 0.3 -0.8 0.047
H -1.335131 2.012118 -2.024382 0.0 0.9 0.3 0.056
H -0.261240 0.164624 0.090597 -0.1 0.2 0.6 0.068
H -3.216291 0.906499 -0.699408 0.3 -0.1 -0.4 0.071
H -2.736644 0.456429 0.883067 0.2 -0.1 0.2 0.069
H -2.540527 -0.744480 -0.388401 -0.5 0.0 0.0 0.069
C 2.482526 -1.227610 1.461052 -0.4 -1.9 -0.1 -0.086
C 2.214928 -1.398964 0.161906 0.0 2.8 1.4 -0.090
H 3.069316 -0.402989 1.837207 0.1 0.0 0.0 0.044
H 2.160266 -2.001797 2.159850 0.1 0.4 0.2 0.044
H 2.533540 -0.464341 -0.311360 -0.2 -0.8 -1.2 0.046
H 1.422951 -2.024474 -0.216689 0.5 -0.4 -0.3 0.048
```
Forces are in eV/Å.

Properties
E_HOMO = -9.40 eV
lowest unoccupied orbital energy = 1.14 eV
energy above the lowest of the compared OMol25 structures with the same formula, charge and spin = 56.5 kcal per mole
HOMO-LUMO gap = 0.388 Eh

***

No. 5
The following is a quantum chemistry calculation of a 2-piece molecular cluster, C5H10 overall, from the OMol25 dataset.

```
15
Properties=species:S:1:pos:R:3:forces:R:3:lowdin_charge:R:1
C 1.712336 -0.418200 -0.261134 -0.2 0.0 -0.1 -0.003
C 0.399554 -0.238816 -0.221534 0.3 -0.1 0.0 -0.364
C -0.738780 -0.944792 0.491690 0.0 -0.1 0.1 -0.139
C -1.721215 -0.212565 -0.457995 -0.2 0.0 0.0 -0.169
C -0.561323 0.707300 -0.918926 0.1 0.1 -0.1 -0.139
H 2.203269 -1.180393 0.339437 -0.1 0.0 -0.1 0.064
H 2.359770 0.221123 -0.856593 -0.1 -0.1 0.0 0.064
H -0.735530 -2.038158 0.471399 0.0 0.1 0.0 0.107
H -0.839030 -0.619802 1.533802 0.0 0.0 -0.1 0.110
H -2.579190 0.278000 0.006951 0.1 -0.1 -0.1 0.097
H -2.080253 -0.862177 -1.259258 0.1 0.1 0.1 0.101
H -0.593542 1.692627 -0.439454 0.0 -0.1 0.0 0.109
H -0.424797 0.852405 -1.994145 0.0 0.0 0.1 0.107
H 2.012249 1.585472 2.011561 -0.1 0.1 0.1 0.045
H 1.586485 1.177975 1.554199 0.1 0.1 0.2 0.010
```
Forces are in eV/Å.

Properties
E_HOMO = -9.26 eV
lowest unoccupied orbital energy = 1.29 eV
energy above the lowest of the compared OMol25 structures with the same formula, charge and spin = 56.5 kcal per mole
HOMO-LUMO gap = 0.388 Eh

***

No. 6
The following is a quantum chemistry calculation of C5H10 in the gas phase, from the OMol25 dataset.

```
15
Properties=species:S:1:pos:R:3:forces:R:3:lowdin_charge:R:1
C -2.070286 -0.152584 0.004431 -0.7 -0.3 0.4 -0.107
C -0.678661 -0.666594 -0.012991 0.2 -0.6 0.0 -0.176
C 0.469446 0.001300 -0.026094 0.3 -0.1 0.2 -0.356
C 0.537843 1.514943 -0.010678 0.1 0.0 1.1 -0.068
C 1.756977 -0.808492 0.007121 0.3 -0.8 0.1 -0.084
H -2.612554 -0.477091 -0.898624 0.1 0.1 0.3 0.078
H -2.618442 -0.559502 0.887971 0.3 0.1 -0.6 0.084
H -2.142231 0.921595 0.087086 0.1 0.4 -0.1 0.056
H -0.619431 -1.762032 0.000497 0.1 0.3 0.0 0.109
H 1.569897 1.885602 0.139459 -0.5 -0.2 -0.3 0.074
H 0.105642 1.941836 -0.905696 0.0 0.2 -0.3 0.072
H -0.047280 1.894739 0.856135 0.3 -0.1 -0.5 0.085
H 2.678286 -0.206397 -0.081113 -0.5 -0.2 0.0 0.067
H 1.840105 -1.404149 0.952944 -0.1 0.6 -0.6 0.085
H 1.754090 -1.566038 -0.809400 0.1 0.6 0.4 0.080
```
Forces are in eV/Å.

Properties
E_HOMO = -8.69 eV
lowest unoccupied orbital energy = 1.12 eV
energy above the lowest of the compared OMol25 structures with the same formula, charge and spin = 17.0 kcal per mole
HOMO-LUMO gap = 0.361 Eh